1.
This record from the OMol25 dataset describes 2 unconnected molecules or ions with the total composition CH7N2O at a distorted geometry. The level of theory is ωB97M-V/def2-TZVPD.

Properties
E: -6177.8307 eV
energy above the lowest of the compared OMol25 structures with the same formula, charge and spin: 48.9 kJ/mol
frontier orbital gap: 6.908 eV

```
! wB97M-V def2-TZVPD RIJCOSX def2/J DEFGRID3
* xyz -1 1
O -1.00916 -0.91955 2.47802
N -0.77334 -0.69281 0.03418
N 1.44379 0.51608 -1.86926
C -0.73993 -0.12467 1.49209
H 0.01446 -1.27419 -0.19309
H -1.41399 0.75777 1.32087
H -1.63309 -1.14979 -0.04708
H 0.30333 0.32939 1.50342
H 1.32200 1.49344 -2.16249
H 1.99881 0.69387 -1.03110
H 0.48712 0.37047 -1.52555
*
```

2.
This record from the OMol25 dataset describes 2 unconnected molecules or ions with the total composition CH7N2O at a distorted geometry. The level of theory is ωB97M-V/def2-TZVPD.

Properties
E: -6171.3529 eV
energy above the lowest of the compared OMol25 structures with the same formula, charge and spin: 111.3 kJ/mol
frontier orbital gap: 9.911 eV

```
! wB97M-V def2-TZVPD RIJCOSX def2/J DEFGRID3
* xyz 1 1
O 0.96028 2.29160 1.98654
N -1.34652 -1.64296 -1.11814
N 0.61506 -0.48827 -0.70018
C -0.73926 -0.53433 -0.83773
H 1.85885 2.70483 1.87030
H 1.12487 -1.28715 -0.40376
H -1.33186 0.41742 -0.83070
H -0.82053 -2.37104 -1.55391
H -2.12684 -2.01010 -0.61232
H 1.11038 0.42450 -0.73104
H 0.69556 2.49550 2.93094
*
```

3.
This record from the OMol25 dataset describes 2 unconnected molecules or ions with the total composition CH7N2O2 at a distorted geometry. The level of theory is ωB97M-V/def2-TZVPD.

Properties
E: -8218.2582 eV
energy above the lowest of the compared OMol25 structures with the same formula, charge and spin: 216.8 kJ/mol
frontier orbital gap: 11.428 eV

```
! wB97M-V def2-TZVPD RIJCOSX def2/J DEFGRID3
* xyz 1 1
O -1.03070 -0.80921 -0.94275
O -0.77103 -0.41320 1.26235
N -0.58037 1.31546 -0.27982
N 1.30396 -0.49994 -0.17897
C -0.65728 0.03608 0.02547
H -0.42204 1.30099 -1.25932
H 1.99602 -0.07116 -0.82809
H -0.88047 0.23943 1.98933
H -0.36832 2.12533 0.19012
H 1.17634 -1.43683 -0.30412
H -1.26309 -1.69624 -0.47040
H 1.49696 -0.09071 0.79618
*
```

4.
This record from the OMol25 dataset describes 2 unconnected molecules or ions with the total composition CH7N2S at a distorted geometry. The level of theory is ωB97M-V/def2-TZVPD.

Properties
E: -14966.4470 eV
energy above the lowest of the compared OMol25 structures with the same formula, charge and spin: 71.2 kJ/mol
frontier orbital gap: 6.793 eV

```
! wB97M-V def2-TZVPD RIJCOSX def2/J DEFGRID3
* xyz -1 1
S 1.73540 -2.57865 -0.19362
N -0.55749 1.56661 -1.01181
N -0.29711 -0.36110 0.45068
C -0.78508 0.96671 0.34578
H 0.29519 2.11120 -0.95620
H -1.82579 1.08942 0.68050
H -0.39473 -0.98155 -0.33555
H -0.42963 0.79347 -1.65259
H -0.11235 1.55658 0.97395
H 1.88320 -3.54393 0.68020
H 0.48839 -0.61877 1.01865
*
```

5.
This record from the OMol25 dataset describes a gas-phase ion, CH7N4 (charge +1) at a distorted geometry. The level of theory is ωB97M-V/def2-TZVPD.

Properties
E: -7102.6625 eV
energy above the lowest of the compared OMol25 structures with the same formula, charge and spin: 17.8 kJ/mol
frontier orbital gap: 10.395 eV

```
! wB97M-V def2-TZVPD RIJCOSX def2/J DEFGRID3
* xyz 1 1
N 0.51906 0.89966 0.37467
N -1.75036 0.81443 -0.03011
N -0.46948 -1.17712 0.08025
N 1.74840 0.19870 -0.03968
C -0.56830 0.18799 0.22853
H -1.47077 -1.58544 -0.12270
H 2.48015 -0.26780 0.63258
H 1.48053 -0.53144 -0.72941
H 2.28610 1.03624 -0.48724
H -1.69847 1.86292 -0.04009
H -2.73569 0.35074 -0.22106
H 0.17883 -1.78889 0.35426
*
```

6.
This record from the OMol25 dataset describes a gas-phase ion, CH7N4 (charge +1) at a distorted geometry. The level of theory is ωB97M-V/def2-TZVPD.

Properties
E: -7101.5711 eV
energy above the lowest of the compared OMol25 structures with the same formula, charge and spin: 123.1 kJ/mol
frontier orbital gap: 9.841 eV

```
! wB97M-V def2-TZVPD RIJCOSX def2/J DEFGRID3
* xyz 1 1
N 1.67929 -0.31406 -0.30563
N -1.64208 0.33776 0.10916
N 0.67613 -0.10075 0.43140
N 2.87068 0.00586 0.09530
C -0.54030 -0.59861 -0.32289
H -0.84525 -1.68481 -0.23026
H -2.63558 0.45412 -0.41491
H -0.34283 -0.49454 -1.37780
H -1.22184 1.29262 0.05667
H 3.31593 0.56190 -0.64558
H 3.07880 0.34140 0.96698
H -1.98617 0.36926 1.04950
*
```

7.
This record from the OMol25 dataset describes a gas-phase ion, CH7N4 (charge +1) at a distorted geometry. The level of theory is ωB97M-V/def2-TZVPD.

Properties
E: -7101.7663 eV
energy above the lowest of the compared OMol25 structures with the same formula, charge and spin: 104.3 kJ/mol
frontier orbital gap: 10.088 eV

```
! wB97M-V def2-TZVPD RIJCOSX def2/J DEFGRID3
* xyz 1 1
N 0.45107 -0.00986 -0.15013
N 1.34321 -2.00800 -0.56602
N -1.58308 1.01986 0.77774
N 0.34979 -1.18943 -0.46388
C -0.62192 1.25259 -0.10972
H 0.20628 1.90759 0.22495
H 1.41322 0.39055 0.23267
H -1.28388 0.81694 1.72755
H -1.00710 1.58542 -1.07674
H 1.02148 -2.88402 -0.97367
H 2.31557 -1.79441 -0.22792
H -2.60463 0.91277 0.60515
*
```

8.
This record from the OMol25 dataset describes 2 unconnected molecules or ions with the total composition CH7N4 at a distorted geometry. The level of theory is ωB97M-V/def2-TZVPD.

Properties
E: -7099.6088 eV
energy above the lowest of the compared OMol25 structures with the same formula, charge and spin: 312.5 kJ/mol
frontier orbital gap: 8.716 eV

```
! wB97M-V def2-TZVPD RIJCOSX def2/J DEFGRID3
* xyz 1 1
N 0.35454 -0.79433 0.13909
N 0.47289 1.76867 -1.05901
N -0.34740 -1.79909 -0.24558
N 0.41865 -0.74359 1.46429
C -0.35367 1.10491 -0.46218
H 0.90607 0.04496 1.83572
H -0.44273 -1.93309 -1.19139
H 1.38745 1.41989 -1.23343
H -0.16708 -1.26981 2.11256
H -1.37378 1.42211 -0.41906
H 0.30187 2.83164 -1.34835
H -1.15680 -2.05228 0.40736
*
```

9.
This record from the OMol25 dataset describes 2 unconnected molecules or ions with the total composition CH7N5O at a distorted geometry. The level of theory is ωB97M-V/def2-TZVPD.

Properties
E: -10645.2213 eV
energy above the lowest of the compared OMol25 structures with the same formula, charge and spin: 121.5 kJ/mol
frontier orbital gap: 9.464 eV

```
! wB97M-V def2-TZVPD RIJCOSX def2/J DEFGRID3
* xyz 0 1
O 1.03050 -1.46006 -0.98851
N -0.28417 1.69468 0.77254
N -0.32625 -1.39409 0.87347
N -0.72770 1.91612 -1.31912
N 0.84169 -1.23095 1.55322
N 0.21412 1.71654 -0.37264
C -0.18738 -1.37146 -0.42222
H -0.28353 2.02949 -2.22975
H 1.09410 -0.23167 1.57313
H 1.65422 -1.59674 -0.25126
H -1.01091 -1.54916 -1.12529
H -1.39319 1.14882 -1.34626
H 0.68316 -1.46328 2.53849
H -1.30466 1.79175 0.74421
*
```

10.
This record from the OMol25 dataset describes a gas-phase ion, CH7N5S (charge +2) at a distorted geometry. The level of theory is ωB97M-V/def2-TZVPD.

Properties
E: -19413.3793 eV
energy above the lowest of the compared OMol25 structures with the same formula, charge and spin: 139.6 kJ/mol
frontier orbital gap: 8.958 eV

```
! wB97M-V def2-TZVPD RIJCOSX def2/J DEFGRID3
* xyz 2 1
S 2.61649 0.51223 0.32069
N 0.99432 -1.97888 -0.40119
N -1.21828 1.36952 0.00053
N 0.29019 -0.98933 0.05419
N -0.81625 -1.02493 0.66069
N 0.10544 1.51598 -0.32583
C 1.03562 0.65150 0.06357
H -1.69851 1.91817 -0.71218
H 0.35282 2.46929 -0.27838
H -1.20517 -1.93165 0.73287
H 1.73639 -1.70978 -1.10656
H 0.75232 -2.99721 -0.13115
H -1.44123 0.35071 0.23720
H -1.50414 1.84437 0.88559
*
```

11.
This record from the OMol25 dataset describes a molecular structure, CH7N6 at a distorted geometry. The level of theory is ωB97M-V/def2-TZVPD.

Properties
E: -10077.8846 eV
energy above the lowest of the compared OMol25 structures with the same formula, charge and spin: 628.9 kJ/mol
frontier orbital gap: 10.310 eV

```
! wB97M-V def2-TZVPD RIJCOSX def2/J DEFGRID3
* xyz 1 1
N -3.24282 -0.01414 -0.31084
N -1.51743 0.34794 0.32622
N -2.36460 0.90253 -0.58851
N 0.42727 -0.76443 -0.81650
N 0.53588 1.49743 -0.18145
N -2.47148 -0.68543 0.53904
C -0.10653 0.29399 0.23276
H -0.03042 2.23164 -0.53323
H 0.79098 0.05429 1.48732
H 0.72747 -1.66813 -0.61623
H 1.15403 -0.22375 -1.17238
H 1.16884 1.85276 0.49095
H -2.74677 -1.28080 1.26757
H -0.29721 -0.92683 -1.62259
*
```

12.
This record from the OMol25 dataset describes a molecular structure, CH7N6 at a distorted geometry. The level of theory is ωB97M-V/def2-TZVPD.

Properties
E: -10075.0741 eV
energy above the lowest of the compared OMol25 structures with the same formula, charge and spin: 359.3 kJ/mol
frontier orbital gap (spin up / spin down): 6.810 / 6.858 eV

```
! wB97M-V def2-TZVPD RIJCOSX def2/J DEFGRID3
* xyz 1 3
N 0.18487 1.25747 -0.09592
N -2.15595 0.89017 0.35855
N -1.36624 -0.27202 0.13561
N -3.24609 0.22088 0.02763
N -2.50895 -0.90740 -0.20146
N 0.86948 -1.12411 0.42642
C 0.03280 -0.27506 -0.32800
H 0.59465 1.56424 0.78143
H -2.60282 -1.77384 -0.72937
H 0.00462 -0.28741 -1.46417
H -0.76771 1.75869 -0.03005
H 0.91142 1.76760 -0.58330
H 1.31379 -1.73804 -0.18486
H 0.38549 -1.63440 1.19150
*
```

13.
This record from the OMol25 dataset describes 2 unconnected molecules or ions with the total composition CH7NO at a distorted geometry. The level of theory is ωB97M-V/def2-TZVPD.

Properties
E: -4686.0948 eV
energy above the lowest of the compared OMol25 structures with the same formula, charge and spin: 176.8 kJ/mol
frontier orbital gap: 10.078 eV

```
! wB97M-V def2-TZVPD RIJCOSX def2/J DEFGRID3
* xyz 0 1
O 3.07482 0.18983 -0.01725
N -0.77839 -0.69746 -0.02816
C -1.41457 0.61076 -0.00443
H -2.50029 0.23269 -0.35888
H -1.28624 1.27531 0.94902
H -1.06298 1.23331 -0.79958
H 3.87639 -0.27363 -0.36951
H -0.88525 -1.03972 0.95997
H 2.22913 -0.41977 0.42083
H -1.25262 -1.11132 -0.75200
*
```

14.
This record from the OMol25 dataset describes 2 unconnected molecules or ions with the total composition CH7NO at a distorted geometry. The level of theory is ωB97M-V/def2-TZVPD.

Properties
E: -4687.7358 eV
energy above the lowest of the compared OMol25 structures with the same formula, charge and spin: 18.5 kJ/mol
frontier orbital gap: 10.668 eV

```
! wB97M-V def2-TZVPD RIJCOSX def2/J DEFGRID3
* xyz 0 1
O -0.84230 1.06085 1.45463
N -0.09388 -0.33585 -1.08374
C 1.08833 -0.77672 -0.39784
H 0.73336 -1.62798 0.28955
H -1.76742 1.37785 1.73504
H 1.83110 -1.25900 -1.02544
H 0.08319 0.12829 -1.93436
H -0.69589 -1.14382 -1.31939
H 1.55170 0.06366 0.14070
H -0.87048 0.98546 0.45008
*
```

15.
This record from the OMol25 dataset describes 2 unconnected molecules or ions with the total composition CH7NO2 at a distorted geometry. The level of theory is ωB97M-V/def2-TZVPD.

Properties
E: -6733.0820 eV
energy above the lowest of the compared OMol25 structures with the same formula, charge and spin: 218.2 kJ/mol
frontier orbital gap: 10.443 eV

```
! wB97M-V def2-TZVPD RIJCOSX def2/J DEFGRID3
* xyz 0 1
O 1.28572 -0.90336 0.18363
O -1.80692 -0.90672 -0.42756
N -2.15733 0.38283 0.23037
C 1.72423 0.41402 -0.22157
H -2.71782 0.07690 1.10413
H 2.54944 0.35167 -1.02698
H 0.88170 0.92688 -0.76999
H 1.91542 0.96268 0.73336
H 1.92643 -1.19521 0.79431
H -2.71668 0.88503 -0.46493
H -0.88418 -0.99473 -0.13478
*
```

16.
This record from the OMol25 dataset describes 3 unconnected molecules or ions with the total composition CH7NO2 at a distorted geometry. The level of theory is ωB97M-V/def2-TZVPD.

Properties
E: -6724.3884 eV
energy above the lowest of the compared OMol25 structures with the same formula, charge and spin: 111.3 kJ/mol
frontier orbital gap (spin up / spin down): 10.202 / 5.379 eV

```
! wB97M-V def2-TZVPD RIJCOSX def2/J DEFGRID3
* xyz 1 2
O -0.74223 -1.71201 1.22645
O 2.23310 -0.38843 0.37159
N -1.50726 0.55488 -0.25711
C -0.82147 1.31834 -0.94513
H -0.77579 2.41296 -1.01123
H -2.23435 0.93631 0.37054
H 0.05616 -1.15008 1.15854
H -0.00040 0.79475 -1.47781
H -1.36254 -1.41886 0.53905
H 2.79638 0.00544 -0.30981
H 2.35840 -1.35332 0.33492
*
```

17.
This record from the OMol25 dataset describes 3 unconnected molecules or ions with the total composition CH7NO4 at a distorted geometry. The level of theory is ωB97M-V/def2-TZVPD.

Properties
E: -10830.8820 eV
energy above the lowest of the compared OMol25 structures with the same formula, charge and spin: 96.5 kJ/mol
frontier orbital gap: 11.084 eV

```
! wB97M-V def2-TZVPD RIJCOSX def2/J DEFGRID3
* xyz 0 1
O -2.13959 1.11646 -0.80224
O 1.11236 -2.41493 -0.15512
O 0.62130 1.85266 -1.08430
O 1.38631 -0.19232 0.24565
N -0.19389 -1.35996 1.37700
C 0.86011 -1.46222 0.51024
H 0.56993 1.21526 -1.80398
H -1.58807 1.88918 -1.00376
H -0.31093 -0.51279 1.91816
H 1.77022 0.22816 1.02894
H 0.61125 1.21410 -0.32167
H -0.70894 -2.16602 1.68866
H -1.99004 0.59243 -1.59758
*
```

18.
This record from the OMol25 dataset describes 3 unconnected molecules or ions with the total composition CH7NO4 at a distorted geometry. The level of theory is ωB97M-V/def2-TZVPD.

Properties
E: -10821.0848 eV
energy above the lowest of the compared OMol25 structures with the same formula, charge and spin: 78.3 kJ/mol
frontier orbital gap (spin up / spin down): 11.575 / 5.868 eV

```
! wB97M-V def2-TZVPD RIJCOSX def2/J DEFGRID3
* xyz 1 2
O 0.25769 -0.73508 -1.76374
O 0.54773 -1.43664 2.44103
O -0.74523 1.55990 -0.70093
O -0.92722 -0.55854 0.97638
N 1.26897 -0.04460 0.82580
C 0.28043 -0.73529 1.47954
H 1.08251 0.34801 -0.10171
H -0.95689 1.27040 0.19204
H -1.21809 -1.19517 0.28761
H -0.25870 -0.00366 -1.38787
H 2.18859 0.14130 1.24285
H -1.28607 2.32751 -0.91564
H -0.23372 -0.93814 -2.57535
*
```

19.
This record from the OMol25 dataset describes 2 unconnected molecules or ions with the total composition CH7NS at a distorted geometry. The level of theory is ωB97M-V/def2-TZVPD.

Properties
E: -13475.2900 eV
energy above the lowest of the compared OMol25 structures with the same formula, charge and spin: 50.8 kJ/mol
frontier orbital gap: 10.305 eV

```
! wB97M-V def2-TZVPD RIJCOSX def2/J DEFGRID3
* xyz 0 1
S -1.83725 1.01239 0.72755
N 1.88542 -1.46099 -1.24927
C 1.65776 -0.63341 -0.03757
H 1.58541 0.40321 -0.35759
H 0.65280 -0.90105 0.27549
H -1.28149 2.22325 0.83496
H 1.33861 -2.30067 -1.10230
H 2.38109 -0.83083 0.74800
H 2.84657 -1.76881 -1.33711
H -1.61967 0.82210 -0.57227
*
```

20.
This record from the OMol25 dataset describes a molecular structure, CH7NS at a distorted geometry. The level of theory is ωB97M-V/def2-TZVPD.

Properties
E: -13474.6266 eV
energy above the lowest of the compared OMol25 structures with the same formula, charge and spin: 114.8 kJ/mol
frontier orbital gap: 6.980 eV

```
! wB97M-V def2-TZVPD RIJCOSX def2/J DEFGRID3
* xyz 0 1
S 0.59139 -1.45942 0.59496
N -0.33702 0.21868 -1.67855
C 0.30415 -0.06258 1.75221
H 0.00083 1.18207 -1.45453
H 0.64705 -0.44209 2.77722
H -0.01921 -0.14743 -2.58624
H 0.06555 -0.51919 -0.86153
H -1.34725 0.25896 -1.74302
H 0.88948 0.84455 1.45289
H -0.79498 0.12646 1.74658
*
```